Entry 1:
Molecular formula: C56H84O42
Method: DFT, ωB97M-V/def2-TZVPD

Properties
Strongest force on any atom (eV/A): 6.174
HOMO (eV): -10.583
Net charge: 0
Relative energy (zero: lowest compared OMol25 entry of this formula, charge and spin) (kJ/mol): 1291.6
E_tot (eV): -145422.036
Frontier orbital gap (eV): 10.5

```
182
C56H84O42 (ωB97M-V/def2-TZVPD)
O -26.2583 -6.6177 -23.1592
O -8.7405 -10.4040 -20.8544
O -16.6153 -4.0595 -20.2866
O -29.7549 -9.5369 -6.0667
O -11.8002 -11.9879 -10.3719
O -27.1560 -14.9873 -18.4904
O -28.0869 -15.7027 -20.2865
O -17.2515 -2.6122 -7.6011
O -30.5376 -4.1832 -14.5198
O -16.7332 -10.2700 -24.6442
O -23.9471 -2.5983 -8.5480
O -17.1855 -22.5515 -20.3284
O -24.6458 -19.1272 -12.2939
O -10.4784 -9.4857 -19.3731
O -20.4554 -9.5196 -2.8077
O -22.3629 -11.5472 -12.7193
O -23.3078 -0.4873 -8.0501
O -17.0788 -4.6768 -7.0404
O -30.2784 -4.1882 -12.3090
O -16.9679 -11.8349 -26.0764
O -31.6753 -8.9855 -7.2865
O -24.2914 -7.0073 -22.3416
O -14.9601 -4.1460 -18.9356
O -14.9014 -10.7744 -25.9282
O -18.7232 -21.7348 -18.9788
O -19.1191 -21.6434 -21.1558
O -22.6089 -19.5814 -11.4804
O -11.3437 -13.7994 -9.0075
O -17.9906 -3.2067 -5.5275
O -19.4526 -10.0217 -0.8461
O -25.9285 -15.3171 -20.4000
O -20.2808 -12.0079 -11.7974
O -25.2413 -1.4451 -7.1824
O -13.3912 -12.9286 -9.0437
O -20.5731 -11.1907 -13.9335
O -17.0768 -5.0269 -18.4388
O -9.1306 -11.2179 -18.8301
O -24.2262 -19.5138 -10.0357
O -30.3898 -10.7779 -7.8776
O -20.7033 -8.0427 -1.0725
O -24.4307 -6.0996 -24.4566
O -28.5999 -4.8973 -13.4993
C -24.9602 -3.4134 -8.4453
C -21.9386 -19.3493 -10.2158
C -26.9635 -15.2142 -19.7906
C -14.3542 -3.5596 -20.0020
C -20.9744 -11.6102 -12.6693
C -16.3148 -4.6449 -8.2092
C -21.5876 -10.5344 -14.6791
C -18.1151 -10.5428 -24.7781
C -20.1334 -10.8546 -2.9212
C -19.9274 -21.0479 -18.9502
C -9.4233 -10.3831 -19.8128
C -16.0635 -10.8960 -25.5501
C -29.0808 -13.4822 -18.2357
C -31.7278 -3.6018 -13.9197
C -20.2987 -9.1152 -1.5444
C -12.5430 -10.2882 -18.0401
C -24.0571 -1.4084 -7.9136
C -26.4899 -6.8879 -21.8279
C -10.0036 -10.8560 -17.6850
C -15.4393 -3.7590 -21.0777
C -29.1276 -15.8711 -19.3597
C -28.5066 -12.0859 -8.2898
C -12.0955 -14.6621 -8.2646
C -11.0507 -9.8597 -18.1396
C -28.5640 -14.9636 -18.2149
C -25.1650 -7.2270 -21.2075
C -19.2024 -12.5442 -1.1882
C -15.7377 -2.6966 -22.0958
C -31.6315 -3.9393 -12.3715
C -22.8469 -10.9116 -13.8930
C -24.9320 -6.5566 -23.3992
C -12.1532 -12.8830 -9.5833
C -22.8882 -20.4846 -8.2376
C -18.2498 -11.8821 -25.4562
C -20.0966 -20.9326 -20.4764
C -18.1863 -21.9860 -20.2255
C -13.5183 -14.1454 -8.4350
C -16.5947 -3.2505 -8.6732
C -19.7469 -19.6742 -18.2499
C -18.4039 -13.0581 -24.5929
C -25.7480 -2.8234 -7.2440
C -11.5128 -14.6177 -6.8549
C -30.7407 -9.7472 -7.0689
C -23.0732 -19.3460 -9.2774
C -29.3663 -11.4651 -7.1756
C -16.2831 -4.4004 -19.1341
C -24.5165 -4.8110 -8.4103
C -19.1307 -11.0429 -1.7539
C -21.4622 -11.1250 -16.0480
C -17.4251 -3.4705 -6.5478
C -28.7169 -10.4655 -6.3017
C -24.6653 -6.2558 -20.1144
C -16.9789 -5.8518 -9.0378
C -29.7642 -4.4956 -13.4988
C -31.8486 -2.7677 -11.3440
C -23.8850 -19.3596 -11.3557
H -23.6556 -5.0212 -9.0449
H -19.2059 -12.9733 -23.8596
H -21.0956 -11.3416 -2.7628
H -24.1122 -4.9544 -7.4082
H -13.9337 -13.9125 -7.4545
H -31.0945 -1.9808 -11.3299
H -28.3223 -12.8271 -17.8071
H -19.1631 -13.3761 -1.8914
H -10.5703 -11.7529 -17.4349
H -19.9087 -19.8678 -20.6142
H -21.4050 -18.4016 -10.2880
H -32.7277 -2.1577 -11.5516
H -19.0653 -11.8341 -26.1777
H -10.9906 -9.0180 -17.4496
H -14.9300 -2.5718 -22.8170
H -27.6337 -12.5970 -7.8838
H -29.1247 -12.9230 -8.6142
H -21.9875 -20.3206 -7.6459
H -22.9158 -21.5160 -8.5889
H -19.2014 -19.9348 -17.3429
H -21.1330 -21.1970 -20.6861
H -25.3703 -5.4762 -8.5395
H -29.2133 -12.9815 -19.1948
H -17.1356 -6.7308 -8.4125
H -30.0653 -15.4012 -19.6563
H -15.6581 -2.7051 -8.7889
H -15.8646 -1.7476 -21.5750
H -25.0849 -5.2580 -20.2431
H -18.7507 -10.5081 -23.8933
H -18.1443 -10.8768 -2.1868
H -32.5968 -4.1708 -14.2501
H -29.7956 -12.2836 -6.5978
H -22.3574 -10.8297 -16.5952
H -13.3352 -3.9368 -20.0884
H -28.8455 -15.4036 -17.2582
H -17.2509 -3.1123 -9.5325
H -20.7402 -21.4692 -18.3586
H -18.3767 -12.8129 -0.5293
H -26.9651 -6.0226 -21.3657
H -27.9140 -9.9780 -6.8548
H -25.5289 -3.5944 -6.5052
H -16.3456 -6.0739 -9.8966
H -12.2973 -15.0271 -6.2185
H -23.1427 -18.3953 -8.7487
H -16.5802 -2.8207 -22.7761
H -21.3067 -9.4983 -14.8681
H -20.6194 -19.0711 -17.9985
H -21.6196 -12.2035 -16.0351
H -11.8991 -15.6837 -8.5901
H -18.4794 -9.7868 -25.4736
H -20.1335 -12.5978 -0.6240
H -32.0026 -3.1361 -10.3298
H -12.6395 -11.3162 -18.3894
H -20.5911 -10.8346 -16.6353
H -9.3485 -10.6183 -16.8468
H -28.4073 -11.3825 -9.1165
H -12.8625 -10.2561 -16.9984
H -13.1803 -9.8607 -18.8142
H -24.9707 -8.2196 -20.8013
H -19.7569 -11.0565 -3.9240
H -29.8903 -13.3739 -17.5139
H -23.5979 -6.0566 -20.0189
H -15.2478 -4.8132 -8.0635
H -24.7709 -6.7090 -19.1287
H -32.1870 -4.8248 -12.0627
H -14.1450 -2.5049 -19.8234
H -19.0897 -18.9658 -18.7542
H -17.9830 -5.6880 -9.4290
H -23.7046 -20.5474 -7.5181
H -14.1789 -14.8436 -8.9490
H -10.5038 -15.0258 -6.7956
H -23.4563 -10.0264 -13.7111
H -29.3410 -16.9281 -19.2007
H -31.8967 -2.5725 -14.2363
H -28.4484 -10.9102 -5.3434
H -21.2451 -20.1669 -10.0189
H -23.4577 -11.5892 -14.4896
H -15.2973 -4.6411 -21.7022
H -17.5828 -13.5716 -24.0926
H -26.8295 -2.7886 -7.3755
H -25.5800 -3.3246 -9.3375
H -11.4422 -13.6181 -6.4259
H -27.1991 -7.7154 -21.8077
H -18.7341 -13.8288 -25.2894
```

Atom charges from the Mulliken analysis, given in e for atoms 1 to 99: atom 1 (O): -0.320, atom 2 (O): -0.556, atom 3 (O): -0.322, atom 4 (O): -0.316, atom 5 (O): -0.574, atom 6 (O): -0.359, atom 7 (O): -0.345, atom 8 (O): -0.365, atom 9 (O): -0.308, atom 10 (O): -0.321, atom 11 (O): -0.354, atom 12 (O): -0.440, atom 13 (O): -0.572, atom 14 (O): -0.375, atom 15 (O): -0.293, atom 16 (O): -0.349, atom 17 (O): -0.502, atom 18 (O): -0.363, atom 19 (O): -0.295, atom 20 (O): -0.388, atom 21 (O): -0.548, atom 22 (O): -0.355, atom 23 (O): -0.339, atom 24 (O): -0.554, atom 25 (O): -0.372, atom 26 (O): -0.321, atom 27 (O): -0.325, atom 28 (O): -0.316, atom 29 (O): -0.514, atom 30 (O): -0.330, atom 31 (O): -0.555, atom 32 (O): -0.494, atom 33 (O): -0.328, atom 34 (O): -0.300, atom 35 (O): -0.365, atom 36 (O): -0.609, atom 37 (O): -0.315, atom 38 (O): -0.352, atom 39 (O): -0.322, atom 40 (O): -0.541, atom 41 (O): -0.586, atom 42 (O): -0.603, atom 43 (C): 0.490, atom 44 (C): -0.353, atom 45 (C): 0.679, atom 46 (C): -0.328, atom 47 (C): 0.660, atom 48 (C): 0.439, atom 49 (C): 0.503, atom 50 (C): -0.571, atom 51 (C): -0.451, atom 52 (C): 0.435, atom 53 (C): 0.653, atom 54 (C): 0.662, atom 55 (C): -1.363, atom 56 (C): -0.436, atom 57 (C): 0.618, atom 58 (C): -1.367, atom 59 (C): 0.610, atom 60 (C): -0.505, atom 61 (C): -0.451, atom 62 (C): 0.537, atom 63 (C): -0.415, atom 64 (C): -1.353, atom 65 (C): 0.420, atom 66 (C): 0.537, atom 67 (C): 0.329, atom 68 (C): 0.538, atom 69 (C): -1.277, atom 70 (C): -1.463, atom 71 (C): 0.379, atom 72 (C): -0.346, atom 73 (C): 0.690, atom 74 (C): 0.649, atom 75 (C): -1.527, atom 76 (C): 0.537, atom 77 (C): -0.441, atom 78 (C): 0.597, atom 79 (C): -0.327, atom 80 (C): -0.400, atom 81 (C): -1.448, atom 82 (C): -1.368, atom 83 (C): -0.334, atom 84 (C): -1.421, atom 85 (C): 0.617, atom 86 (C): 0.569, atom 87 (C): 0.358, atom 88 (C): 0.722, atom 89 (C): -1.407, atom 90 (C): 0.411, atom 91 (C): -1.521, atom 92 (C): 0.682, atom 93 (C): -0.349, atom 94 (C): -1.377, atom 95 (C): -1.332, atom 96 (C): 0.664, atom 97 (C): -1.372, atom 98 (C): 0.689, atom 99 (H): 0.340

***

Entry 2:
Molecular formula: C56H89Br3N13O20
Method: DFT, ωB97M-V/def2-TZVPD

Properties
Strongest force on any atom (eV/A): 10.007
HOMO (eV): -0.650
Net charge: -1
E_tot (eV): -329950.791
Frontier orbital gap (eV): 0.9

```
181
C56H89Br3N13O20 (ωB97M-V/def2-TZVPD)
Br 6.7416 -3.5189 -8.0454
Br 7.2287 -2.9051 -5.0059
Br 9.2836 -4.9938 -6.3784
O -2.6785 11.4121 4.3256
O -1.6866 -8.1262 9.4294
O -3.7257 -0.2490 8.1877
O 6.8796 -0.4336 2.4865
O 3.2913 11.2126 -5.0149
O 5.7068 10.9230 1.1006
O -10.7280 -7.8421 -7.1505
O -4.8354 2.4347 -6.4745
O 0.1267 3.5560 7.8959
O 1.6031 -8.7967 -4.4207
O -5.1315 6.6887 -0.8513
O 9.9519 4.9344 -6.9254
O 3.0947 -7.3212 11.8147
O -8.3825 -1.5728 4.2843
O -2.2096 10.5718 -4.1080
O -7.2880 -5.3044 -3.6439
O -8.2490 -0.9095 0.4139
O -4.9536 -8.0508 2.7099
O 5.5390 -12.1066 -6.2075
O 9.2259 4.2372 -1.6381
N -5.7935 2.2188 -4.5819
N -6.1917 0.7284 -6.1171
N 0.0315 -1.5213 -0.0193
N -1.6508 11.7219 2.3665
N -3.9831 -10.0146 2.5495
N -6.5475 5.9544 0.7473
N -6.1408 8.0094 0.5146
N -1.8792 13.3110 3.7330
N 6.8110 -2.6164 2.5200
N 7.2076 -1.5316 4.3400
N 6.1917 9.3467 -0.3307
N 6.1651 8.8658 1.8789
N -4.0187 -8.7792 0.8273
C -2.8877 1.7410 7.2185
C -9.2304 -5.2179 -5.1038
C 3.8158 -9.7963 -4.0837
C 1.2597 -6.5112 10.5494
C 4.5942 -11.2500 -5.7978
C 9.7709 4.8335 -5.5971
C 1.0135 -0.3468 0.3550
C 1.9307 11.0164 -4.8153
C -2.8115 0.7447 8.1678
C 9.1195 3.7126 -5.1368
C 6.0060 9.7880 0.9098
C 3.4941 -11.0105 -6.6217
C 1.1637 12.0790 -4.3956
C 6.9438 -1.4595 3.0810
C -0.8644 10.7417 -4.4154
C -7.9018 -7.2779 -4.8431
C -0.2199 11.8958 -4.0997
C 8.2215 -3.3460 -6.6486
C -8.2471 -0.7645 1.8035
C 9.5021 4.4314 -2.9183
C -5.5109 1.8184 -5.7415
C -0.0091 -8.9196 10.8584
C 10.3128 5.4362 -3.3780
C -4.4326 -8.9186 2.0631
C 2.5979 -9.6614 -4.7978
C -2.1393 12.1048 3.5284
C 1.0803 3.5562 0.0350
C 1.2188 -8.7538 11.4905
C 0.5800 1.0828 -0.1114
C 2.4406 -10.2186 -6.0458
C -0.1564 9.6754 -5.0086
C 0.5486 -2.9308 1.8953
C -9.9289 -7.2284 -6.1829
C -8.1816 -1.8845 2.9608
C -0.8698 2.5969 7.9776
C -0.3684 -1.3672 -1.5109
C 10.5098 5.5619 -4.7436
C 1.3981 2.1575 0.4986
C -1.8042 0.7026 9.1029
C 0.0203 -6.6932 10.0325
C -0.7864 1.6184 8.9245
C 0.7147 -2.7873 0.3241
C -1.9009 2.7935 7.1501
C 0.5517 -1.0914 -3.9091
C -0.5841 -7.9093 10.0714
C 0.8761 -1.4940 -2.4125
C -8.0688 -5.9192 -4.5538
C -5.8316 6.8426 0.1250
C -8.7483 -7.9352 -5.7654
C -1.2035 -1.5403 0.9492
C 1.2979 9.7394 -5.0941
C 1.8994 -7.5724 11.2077
C -0.7365 -2.2952 2.2330
C 8.8087 3.5392 -3.7698
C 4.7996 -10.5899 -4.5695
C -10.1415 -5.8397 -5.9290
H 0.6558 -3.9435 2.2836
H -0.4103 -5.8735 9.4766
H 1.6170 13.0424 -4.2147
H 5.6645 -10.8167 -3.9637
H -4.3697 -0.0475 7.5049
H 8.7802 -2.4267 -6.8243
H -10.9887 -5.2401 -6.2278
H 1.4873 -10.1368 -6.5469
H -1.0546 12.4822 2.0724
H -1.7602 3.4701 6.3201
H 0.0199 3.8031 -0.0186
H 1.7253 -2.9393 -0.0549
H -0.6546 -9.7851 10.8313
H -5.4395 3.0737 -4.1768
H 6.3595 8.3514 -0.3666
H -3.6631 -9.6064 0.3697
H -0.7555 8.7782 -5.0602
H -4.2432 -10.2680 3.4920
H -1.1580 -2.1015 -1.6703
H -9.4468 -4.1740 -4.9309
H 1.5947 -0.7053 -2.1896
H 7.6126 -0.7468 4.8301
H -7.6485 -4.5263 -3.2125
H -1.9960 -2.1262 0.4835
H -1.8558 -9.0560 9.2606
H -6.3087 5.0148 0.4641
H -0.7430 -1.7206 3.1592
H 3.3596 -11.5366 -7.5553
H 3.3260 -6.3998 11.9531
H -5.8691 8.7472 -0.1195
H 11.1975 6.3643 -4.9665
H 10.2365 5.8181 -7.1696
H -11.5686 -7.4194 -7.3411
H -7.2194 -2.3952 2.9211
H -8.6588 -8.9704 -6.0598
H -3.6800 1.6797 6.4871
H -0.4757 1.3314 -0.0033
H 0.7733 -9.2780 -4.3841
H 7.2917 -3.3788 2.9758
H 1.3488 -0.8732 -4.6199
H 3.6696 12.0912 -4.9333
H 1.9416 8.8891 -5.2643
H 1.6317 4.2937 0.6182
H 1.6170 -9.5503 12.1018
H 6.1401 9.1592 2.8450
H -3.3962 -10.6143 1.9874
H -0.9432 -0.4444 -1.5889
H 8.0756 2.8420 -3.3919
H 1.3367 -2.3979 2.4272
H -1.9487 13.7899 4.6195
H 1.4065 3.6849 -0.9971
H -1.5901 -2.9105 2.5174
H -6.9279 8.1953 1.1195
H 11.0123 5.9589 -2.7425
H 0.1301 -3.5566 -0.1803
H 1.4978 -2.3893 -2.4024
H -4.4507 -7.9966 0.3574
H 4.0518 -9.3274 -3.1399
H 2.4250 1.8764 0.2652
H 0.0579 -1.9371 -4.3876
H -9.1968 -0.2407 1.9120
H -0.0541 -0.1891 -3.9919
H 6.0006 10.0532 -1.0267
H 1.9876 -0.5579 -0.0862
H -6.4070 1.6185 -4.0497
H -2.1991 9.6185 -3.9948
H -0.0598 1.5524 9.7209
H -5.9047 0.2859 -6.9784
H -0.5681 12.8001 -3.6226
H -7.3137 6.2335 1.3431
H -7.1009 -7.8491 -4.3973
H 1.3701 2.2540 1.5840
H 8.7908 3.4055 -1.4365
H 8.7971 2.9591 -5.8402
H -1.7340 -0.0120 9.9096
H 0.7062 0.9768 -1.1889
H 0.3481 3.9776 8.7294
H 1.6992 -5.5250 10.5243
H -7.5318 0.0121 2.0740
H -9.0120 -2.5798 2.8377
H -6.6782 0.3622 -5.3113
H -1.4633 10.8043 1.9884
H -1.8933 13.9962 2.9911
H 6.4305 7.9072 1.7037
H -1.4952 -0.4924 1.0195
H 1.2819 -0.4028 1.4100
H 7.2725 -2.5075 4.5918
H 6.3408 -12.2097 -5.6898
H 6.8356 -2.5843 1.5108
```

Atom charges from the Mulliken analysis, given in e for atoms 1 to 99: atom 1 (Br): -0.080, atom 2 (Br): -0.149, atom 3 (Br): -0.049, atom 4 (O): -0.616, atom 5 (O): -0.510, atom 6 (O): -0.525, atom 7 (O): -0.593, atom 8 (O): -0.547, atom 9 (O): -0.625, atom 10 (O): -0.541, atom 11 (O): -0.633, atom 12 (O): -0.567, atom 13 (O): -0.523, atom 14 (O): -0.681, atom 15 (O): -0.530, atom 16 (O): -0.553, atom 17 (O): -0.793, atom 18 (O): -0.508, atom 19 (O): -0.535, atom 20 (O): -0.779, atom 21 (O): -0.619, atom 22 (O): -0.532, atom 23 (O): -0.539, atom 24 (N): -0.323, atom 25 (N): -0.392, atom 26 (N): 0.900, atom 27 (N): -0.386, atom 28 (N): -0.367, atom 29 (N): -0.396, atom 30 (N): -0.392, atom 31 (N): -0.401, atom 32 (N): -0.466, atom 33 (N): -0.357, atom 34 (N): -0.401, atom 35 (N): -0.384, atom 36 (N): -0.422, atom 37 (C): -0.479, atom 38 (C): -0.401, atom 39 (C): -0.455, atom 40 (C): -0.500, atom 41 (C): 0.845, atom 42 (C): 0.324, atom 43 (C): -1.356, atom 44 (C): 0.718, atom 45 (C): 0.669, atom 46 (C): -0.501, atom 47 (C): 0.644, atom 48 (C): -0.768, atom 49 (C): -0.445, atom 50 (C): 0.524, atom 51 (C): 0.527, atom 52 (C): -0.313, atom 53 (C): -0.528, atom 54 (C): -0.275, atom 55 (C): -0.428, atom 56 (C): 0.781, atom 57 (C): 0.619, atom 58 (C): -0.305, atom 59 (C): -0.691, atom 60 (C): 0.602, atom 61 (C): 0.015, atom 62 (C): 0.586, atom 63 (C): -1.413, atom 64 (C): -0.699, atom 65 (C): -0.200, atom 66 (C): -0.079, atom 67 (C): -0.471, atom 68 (C): -0.739, atom 69 (C): 0.642, atom 70 (C): -0.250, atom 71 (C): 0.422, atom 72 (C): -1.009, atom 73 (C): -0.283, atom 74 (C): -0.499, atom 75 (C): -0.595, atom 76 (C): -0.459, atom 77 (C): -0.435, atom 78 (C): -1.178, atom 79 (C): -0.567, atom 80 (C): -1.449, atom 81 (C): 0.399, atom 82 (C): -0.121, atom 83 (C): 0.331, atom 84 (C): 0.662, atom 85 (C): -0.621, atom 86 (C): -0.772, atom 87 (C): -0.628, atom 88 (C): 0.699, atom 89 (C): -0.685, atom 90 (C): -0.563, atom 91 (C): -0.479, atom 92 (C): -0.544, atom 93 (H): 0.514, atom 94 (H): 0.380, atom 95 (H): 0.256, atom 96 (H): 0.256, atom 97 (H): 0.296, atom 98 (H): 0.345, atom 99 (H): 0.282

***

Question: The highest E_tot belongs to which entry?
Answer: C56H84O42

***

Question: Which value of strongest force on any atom does entry 1 give?
Answer: 6.174 eV/A